15
Properties=species:S:1:pos:R:3:forces:R:3 method="wB97M-V/def2-TZVPD" smiles="CC(=O)O.CN" e_above_lowest_kj_mol=86.9 e_tot_ev=-8842.0541 homo_ev=-9.4914 homo_lumo_gap_ev=10.367
C -0.761025 -0.114243 -2.929393 0.22 0.00 0.15
C -0.507619 -0.032249 -1.452194 1.80 0.64 0.47
O -0.884845 0.789035 -0.663139 -0.69 -0.16 -0.07
O 0.461102 -0.930987 -1.143873 -0.23 -0.88 -1.31
H -1.292068 -1.050855 -3.094418 -0.37 0.28 -0.38
H 0.192942 -0.213351 -3.443791 0.13 -0.13 0.16
H -1.209135 0.798986 -3.307573 -0.58 -0.27 0.11
H 0.667831 -1.084362 -0.227958 -0.19 0.60 1.02
C 0.201651 0.015392 3.274334 -0.30 -1.44 0.18
N 1.326907 0.314082 2.398546 -0.81 0.30 -0.61
H 0.490439 -0.752378 3.995967 0.32 0.42 0.37
H -0.567093 -0.560026 2.748340 0.01 0.43 -0.49
H -0.315766 0.831312 3.774902 0.25 0.30 0.10
H 1.026500 1.044897 1.754308 0.29 -0.18 0.02
H 2.124299 0.664089 2.898384 0.16 0.12 0.28